Entry i
The following is a DFT calculation (ωB97M-V/def2-TZVPD) of a cluster of 10 separate species, C41H99N3O17 in total.

XYZ file:
```
160
Properties=species:S:1:pos:R:3:mulliken_charge:R:1
C -5.8107 -0.3588 -0.9765 -1.64
C -6.4199 1.0260 -1.1280 2.36
C -5.8398 2.0517 -0.1660 -2.57
C -4.3760 2.4924 -0.4996 1.37
C -4.3505 3.0897 -1.9054 -1.29
C -4.8453 1.9882 -2.9476 2.13
N -6.2593 1.6418 -2.5454 -0.24
O -6.6704 0.5258 -3.4057 -0.48
C -4.9861 2.8215 -4.2283 -2.26
C -3.8472 0.9014 -3.1530 -1.66
C -7.9056 1.0747 -0.8196 -1.87
H -6.1867 -0.8666 -0.0829 0.51
H -4.7213 -0.3694 -0.7724 0.13
H -6.0651 -0.9475 -1.8421 0.35
H -6.4348 2.9396 -0.2912 0.56
H -5.8958 1.6815 0.8708 0.43
H -3.6781 1.6903 -0.2714 -0.78
H -4.1477 3.3008 0.1978 0.63
H -3.4271 3.5352 -2.2467 -0.42
H -5.0620 3.9251 -1.9048 0.65
H -5.3874 2.2282 -5.0333 0.44
H -5.7450 3.5983 -4.0773 0.52
H -4.0610 3.2972 -4.5576 0.35
H -3.1217 1.3380 -3.8649 0.75
H -3.3717 0.4971 -2.2683 -0.03
H -4.2993 0.1218 -3.7864 0.44
H -8.4996 0.5303 -1.5318 0.42
H -8.1928 2.1473 -0.7446 0.42
H -8.1229 0.6596 0.1886 0.34
H -7.4146 0.8904 -3.9199 0.36
C 3.7980 -1.0500 0.0776 0.18
C 5.3408 -1.2151 0.1322 1.66
C 6.0349 0.1311 0.0805 -1.40
C 5.9940 0.8633 1.3965 0.25
C 6.6744 -0.0095 2.4252 -2.15
C 5.9106 -1.2946 2.6376 1.91
N 5.8465 -1.9953 1.3360 0.24
O 5.2244 -3.2492 1.4179 -0.56
C 6.7705 -2.1240 3.6217 -1.82
C 4.4626 -1.0012 3.2494 -1.22
C 5.6560 -2.1283 -1.1024 -1.79
H 3.5846 -0.8699 -0.9812 0.66
H 3.3944 -0.2623 0.7210 -1.08
H 3.2663 -1.9798 0.3184 -0.25
H 7.0447 0.0425 -0.3149 0.38
H 5.4566 0.6952 -0.6514 0.13
H 4.9695 1.0685 1.7784 -0.29
H 6.5771 1.7821 1.4092 0.57
H 6.7365 0.3649 3.4272 0.60
H 7.7131 -0.1968 2.2136 0.44
H 6.7137 -1.6206 4.6014 0.39
H 6.3871 -3.1507 3.6846 0.39
H 7.8564 -2.0571 3.3856 0.39
H 3.5910 -1.0577 2.6312 -0.09
H 4.3451 -1.7605 4.0242 0.57
H 4.5399 -0.0215 3.7543 0.22
H 5.1619 -3.0777 -0.8399 0.28
H 6.7230 -2.3127 -1.1248 0.51
H 5.2973 -1.7193 -2.0569 0.36
H 4.2513 -3.2249 1.3087 0.43
C 3.0234 1.9873 -1.8183 -1.27
C 2.2052 3.0364 -1.1235 1.91
C 3.0940 4.2763 -1.1621 -1.36
C 2.3311 5.5641 -0.8013 -0.70
C 1.0630 5.6426 -1.6786 -1.26
C 0.1230 4.4088 -1.6252 1.24
N 0.9933 3.2734 -1.9695 -0.33
O 0.1938 2.0184 -1.9890 0.36
C -0.7383 4.1667 -0.3336 -0.87
C -0.8696 4.6583 -2.8381 -1.56
C 1.8996 2.6258 0.3459 -0.74
H 3.2676 2.3456 -2.8338 0.63
H 2.4443 1.0518 -1.8638 0.08
H 3.9349 1.7161 -1.2755 0.06
H 3.9884 4.1021 -0.5608 0.30
H 3.3593 4.3092 -2.2338 0.49
H 2.9876 6.4487 -1.0364 0.47
H 2.2241 5.6835 0.3090 0.32
H 1.5078 5.7039 -2.6528 0.45
H 0.4894 6.5889 -1.5082 0.31
H -1.5173 4.9498 -0.2120 0.62
H -1.2466 3.2170 -0.4108 -0.41
H -0.1173 4.2123 0.5572 0.37
H -1.7934 5.2049 -2.6333 0.29
H -0.3027 5.1846 -3.5828 0.55
H -1.1696 3.6646 -3.1764 0.15
H 0.9526 2.1609 0.5463 -0.10
H 1.9029 3.4453 1.0708 0.32
H 2.6644 1.9323 0.6375 -0.51
H -0.1058 1.9883 -2.8952 0.06
C 1.6130 -4.8389 2.4770 -0.17
C 0.9091 -5.7182 1.4709 -0.66
O 0.0168 -4.9298 0.7155 -0.50
O 2.2991 -3.7727 1.8175 -0.04
H 2.4401 -5.3781 2.9928 0.34
H 0.8985 -4.4080 3.2304 0.10
H 0.3822 -6.5627 1.9036 0.39
H 1.7383 -6.0442 0.8395 0.23
H 0.3787 -4.7704 -0.1805 0.38
H 1.6220 -3.2409 1.3436 -0.28
C -3.3198 -2.5601 3.1272 1.30
C -3.1489 -3.1207 4.4916 -0.92
O -3.2395 -2.1966 5.5936 -0.62
O -4.6772 -2.3866 2.7030 -0.62
H -2.9721 -3.3610 2.4545 0.24
H -2.8138 -1.6305 3.0091 -0.86
H -2.1906 -3.6801 4.5035 0.21
H -3.9199 -3.8626 4.5966 0.51
H -2.7188 -1.4176 5.4432 0.47
H -4.9673 -1.7272 3.3526 0.37
C -0.0153 -0.6228 5.1489 -1.00
C 0.8564 -1.2121 3.9631 0.38
O 1.2195 -0.2050 2.9704 -0.23
O -1.3647 -0.4156 4.7559 -0.47
H 0.4416 0.3170 5.5138 0.21
H -0.1109 -1.3705 5.8941 0.59
H 0.3281 -2.0391 3.4919 -0.30
H 1.7979 -1.4764 4.4215 0.36
H 0.6329 0.5810 2.9657 0.19
H -1.3675 0.2309 4.0431 0.20
C 2.1022 -3.8030 -1.8201 0.82
C 3.0285 -4.3165 -2.9006 -0.63
O 2.2859 -4.3095 -4.1400 -0.48
O 0.7953 -4.3991 -1.7843 -0.62
H 2.1265 -2.7332 -2.0236 -0.21
H 2.4949 -4.0406 -0.8487 0.01
H 3.5390 -5.2518 -2.6428 0.41
H 3.8603 -3.5912 -2.9581 0.21
H 2.7616 -4.7975 -4.8112 0.28
H 0.2140 -4.0185 -2.4624 0.30
C -3.3754 1.7466 3.2965 -1.06
C -2.1953 2.2795 2.5854 0.21
O -1.1715 1.1386 2.4461 -0.08
O -3.8829 0.5324 2.6366 -0.34
H -4.1879 2.4893 3.2403 0.57
H -3.1124 1.6540 4.3327 0.35
H -1.7133 3.0000 3.2485 0.51
H -2.4399 2.8225 1.6639 -0.28
H -1.0808 0.8673 1.5010 -0.32
H -3.1590 0.1755 2.0899 0.16
C -0.1579 -1.9912 -4.6605 -0.69
C -0.9179 -0.7348 -4.6479 0.77
O -0.2595 0.2661 -5.4471 -0.56
O -0.6574 -2.9936 -3.7991 -0.47
H 0.8510 -1.8648 -4.2891 0.20
H -0.1156 -2.3780 -5.6873 0.50
H -0.8836 -0.2961 -3.6298 -0.65
H -1.9441 -0.9017 -4.9982 0.43
H -0.2613 0.0225 -6.3736 0.29
H -1.4960 -3.3236 -4.0975 0.22
C -0.8295 -1.7097 0.6536 -0.04
C -1.4645 -0.8567 -0.4800 0.11
O -1.5627 0.4927 -0.0325 1.93
O 0.6617 -1.6649 0.7212 0.76
H -1.1298 -2.7555 0.6650 0.51
H -1.1801 -1.3516 1.6405 -1.20
H -2.4195 -1.2335 -0.8194 0.42
H -0.7876 -0.8438 -1.3357 -0.14
H -0.9306 0.9428 -0.6356 -1.22
H 0.8815 -1.0382 1.4511 -0.52
```

The calculation puts the orbital gap at 8.1 eV. The SMILES is CC1(C)CCCC(C)(C)N1O.CC1(C)CCCC(C)(C)N1O.CC1(C)CCCC(C)(C)N1O.OCCO.OCCO.OCCO.OCCO.OCCO.OCCO.OCCO.

***

Entry ii
The following is a DFT calculation (ωB97M-V/def2-TZVPD) of a cluster of 10 separate species, C41H99N3O17 in total.

XYZ file:
```
160
Properties=species:S:1:pos:R:3:mulliken_charge:R:1
C -0.2271 9.1655 2.3256 -0.33
C -0.4897 7.7356 1.6843 -0.38
O 0.2000 6.6974 2.3939 -0.52
O 0.9710 9.8026 1.8323 -0.51
H -0.2181 9.0578 3.4102 0.26
H -1.1619 9.6775 2.0973 0.32
H -0.1348 7.6807 0.6551 0.28
H -1.5313 7.4367 1.8016 0.29
H 1.1373 6.8266 2.2316 0.29
H 1.7676 9.3507 2.1201 0.30
C -8.4058 -6.7250 -3.2041 -0.36
C -9.3112 -6.8362 -1.9826 -0.43
O -10.1655 -5.7189 -1.9434 -0.51
O -9.2228 -6.7847 -4.4048 -0.52
H -7.7442 -7.5909 -3.2288 0.26
H -7.7587 -5.8479 -3.2188 0.33
H -8.6885 -6.8851 -1.0893 0.33
H -9.8334 -7.7928 -2.0035 0.27
H -10.6223 -5.7673 -2.7863 0.33
H -8.7779 -6.1882 -5.0113 0.31
C -3.2743 -11.0549 3.5126 -0.51
C -2.5341 -10.9212 4.8461 -0.27
O -3.3211 -11.2862 5.9975 -0.52
O -3.8463 -12.3232 3.1513 -0.51
H -2.5703 -10.6875 2.7660 0.33
H -4.0760 -10.3167 3.4914 0.30
H -2.3276 -9.8516 4.8844 0.27
H -1.5271 -11.3343 4.7870 0.30
H -2.9112 -10.8955 6.7727 0.30
H -4.4516 -12.4941 3.8765 0.32
C -4.4270 -5.0670 10.4541 -0.36
C -2.9410 -5.5286 10.2690 -0.33
O -2.6782 -6.8980 10.5672 -0.53
O -4.7566 -5.3227 11.7931 -0.52
H -5.2430 -5.4595 9.8473 0.31
H -4.4389 -4.0081 10.1959 0.22
H -2.1842 -5.0162 10.8630 0.27
H -2.5574 -5.2962 9.2756 0.32
H -3.2497 -7.1819 11.2844 0.30
H -5.5049 -5.9228 11.8324 0.32
C 10.3190 -3.1911 1.6963 -0.28
C 10.6058 -2.3913 3.0328 -0.40
O 11.7118 -2.9846 3.7583 -0.51
O 9.0023 -2.9046 1.1720 -0.51
H 10.3892 -4.2116 2.0729 0.25
H 11.1211 -2.9970 0.9843 0.26
H 9.7610 -2.3196 3.7178 0.33
H 10.8092 -1.3556 2.7608 0.24
H 11.5173 -2.7790 4.6757 0.31
H 8.9131 -3.4640 0.3970 0.31
C 2.4605 1.4603 11.8443 -0.33
C 1.7336 1.3595 10.5139 -0.29
O 0.3685 1.1234 10.7804 -0.53
O 3.6538 2.2670 11.8154 -0.54
H 2.6340 0.5379 12.3985 0.29
H 1.8110 1.9599 12.5631 0.26
H 2.1163 0.6474 9.7827 0.28
H 1.7665 2.2624 9.9042 0.27
H -0.0642 0.9758 9.9363 0.30
H 3.9261 2.6067 12.6710 0.30
C -10.9660 5.4186 1.4639 -0.16
C -9.7238 5.5562 0.6866 -0.44
O -8.9154 6.4201 1.5018 -0.51
O -11.8037 4.4574 0.8957 -0.51
H -11.5147 6.3603 1.4707 0.24
H -10.7982 5.1764 2.5133 0.24
H -9.8601 6.0513 -0.2748 0.23
H -9.2606 4.5963 0.4584 0.33
H -8.3291 5.9144 2.0693 0.28
H -11.3126 3.6931 0.5852 0.30
C 10.9030 3.2876 -1.8018 -1.50
C 10.5198 4.7619 -1.4509 1.67
C 11.1318 5.7039 -2.4431 -1.51
C 10.4241 5.7035 -3.8603 -0.68
C 8.9007 5.9780 -3.6499 -1.09
C 8.2735 4.9663 -2.6546 1.45
N 9.0778 4.9259 -1.3523 0.16
O 8.4800 4.2253 -0.3069 -0.42
C 6.8560 5.5592 -2.4458 -1.87
C 7.8808 3.6221 -3.3326 -1.67
C 11.2134 5.0498 -0.1166 -2.05
H 10.1670 2.5410 -1.5036 0.19
H 11.7898 2.9989 -1.2376 0.54
H 11.2406 3.0364 -2.8073 0.32
H 11.1575 6.7289 -2.0732 0.41
H 12.1953 5.4687 -2.4831 0.51
H 10.5479 4.6840 -4.2256 0.22
H 10.8890 6.3198 -4.6298 0.43
H 8.4411 5.7179 -4.6034 0.43
H 8.8070 7.0377 -3.4122 0.37
H 6.1977 5.6671 -3.3078 0.39
H 6.3852 4.9111 -1.7066 0.42
H 6.9093 6.5531 -2.0014 0.45
H 8.7175 3.3105 -3.9578 0.33
H 7.6180 2.8950 -2.5643 0.35
H 7.0404 3.7136 -4.0206 0.47
H 10.7944 5.9291 0.3727 0.51
H 12.2901 5.2189 -0.1006 0.40
H 10.8809 4.3529 0.6527 0.41
H 8.7283 3.3165 -0.4912 0.37
C 0.8099 -1.9316 3.2167 -1.77
C -0.3028 -1.6462 2.1970 1.22
C -0.7554 -2.9869 1.7403 -1.20
C -2.0198 -2.9421 0.8426 -0.78
C -3.1742 -2.2994 1.6835 -1.13
C -2.7922 -0.9870 2.3751 1.66
N -1.3875 -0.9960 2.9340 0.11
O -0.9601 0.1527 3.6068 -0.43
C -2.9508 0.2536 1.3961 -1.62
C -3.6771 -0.8141 3.6098 -1.96
C 0.3781 -0.9638 0.9489 -1.54
H 0.4972 -2.6984 3.9256 0.41
H 1.2637 -1.0363 3.6416 0.36
H 1.6282 -2.3489 2.6299 0.41
H -0.0068 -3.4198 1.0767 0.48
H -0.9088 -3.7278 2.5249 0.42
H -2.3953 -3.8882 0.4528 0.39
H -2.0682 -2.3213 -0.0520 0.37
H -3.6508 -3.0009 2.3683 0.40
H -3.9089 -2.0886 0.9064 0.38
H -3.8750 0.2293 0.8188 0.40
H -2.9199 1.2185 1.9021 0.39
H -2.1192 0.3253 0.6951 0.37
H -3.4598 -1.4854 4.4407 0.45
H -3.6161 0.1397 4.1338 0.34
H -4.7116 -0.9490 3.2940 0.44
H 1.2119 -1.4258 0.4203 0.37
H 0.7124 0.0638 1.0918 0.37
H -0.4503 -0.8652 0.2473 0.35
H -0.8269 0.8751 2.9887 0.34
C -4.9758 -1.0151 -11.2562 -1.87
C -4.1767 0.0142 -10.4955 1.51
C -5.2787 0.6075 -9.4890 -1.33
C -4.6310 1.4702 -8.2816 -0.72
C -3.5365 0.5219 -7.6660 -1.13
C -2.3667 0.0328 -8.6254 1.22
N -3.0582 -0.6279 -9.7343 0.09
O -2.3410 -1.5797 -10.4760 -0.42
C -1.4471 1.2780 -9.0171 -1.54
C -1.6492 -1.0818 -7.7613 -1.68
C -3.5961 1.0510 -11.4623 -1.45
H -5.6208 -1.6856 -10.6882 0.41
H -4.3472 -1.6786 -11.8500 0.39
H -5.7619 -0.6619 -11.9236 0.45
H -5.8246 1.3265 -10.0999 0.42
H -5.9231 -0.1900 -9.1191 0.44
H -5.4148 1.6764 -7.5528 0.40
H -4.2843 2.4467 -8.6197 0.33
H -4.0686 -0.3321 -7.2470 0.40
H -3.0476 1.1137 -6.8921 0.44
H -0.6469 1.0743 -9.7286 0.42
H -1.8930 2.1191 -9.5478 0.31
H -0.7919 1.6199 -8.2158 0.42
H -0.8338 -1.4927 -8.3565 0.41
H -1.0402 -0.5358 -7.0408 0.42
H -2.3420 -1.7758 -7.2854 0.37
H -2.5412 0.8573 -11.6565 0.18
H -3.7744 2.0341 -11.0265 0.34
H -4.0723 1.1147 -12.4407 0.41
H -1.7705 -0.9956 -10.9809 0.37
```

The calculation puts the orbital gap at 8.5 eV. The SMILES is CC1(C)CCCC(C)(C)N1O.CC1(C)CCCC(C)(C)N1O.CC1(C)CCCC(C)(C)N1O.OCCO.OCCO.OCCO.OCCO.OCCO.OCCO.OCCO.

***

Which structure wins on stability? entry i wins.

***

Entry i
The following is a DFT calculation (ωB97M-V/def2-TZVPD) of the molecule C5H11N.

XYZ file:
```
17
Properties=species:S:1:pos:R:3:nbo_charge:R:1
C 1.0079 -1.0317 1.5897 -0.61
C 1.4596 -0.0266 0.5380 -0.20
N 0.4209 0.3168 -0.3766 -0.44
C -0.0207 1.5224 -0.9681 -0.23
C -0.9705 0.5520 -0.3282 -0.06
C -1.7247 -0.4854 -1.1263 -0.61
H 1.8801 -1.4832 2.0707 0.21
H 0.3966 -0.5653 2.3677 0.20
H 0.4311 -1.8416 1.1289 0.21
H 1.9134 0.8602 0.9984 0.17
H 2.2137 -0.5045 -0.0961 0.19
H 0.1071 2.4892 -0.4656 0.18
H 0.0605 1.5171 -2.0511 0.18
H -1.4357 0.9501 0.5812 0.18
H -2.7427 -0.1937 -1.3787 0.20
H -1.7653 -1.4138 -0.5468 0.21
H -1.1779 -0.7174 -2.0502 0.22
```

The calculation puts the orbital gap at 9.5 eV. The SMILES is CCN1C[C@H]1C.

***

Entry ii
The following is a DFT calculation (ωB97M-V/def2-TZVPD) of the molecule C5H11N.

XYZ file:
```
17
Properties=species:S:1:pos:R:3:nbo_charge:R:1
C -0.2371 -1.0454 -1.7122 -0.62
C 0.3756 -0.7203 -0.3733 -0.24
C 0.5851 0.6955 0.1647 -0.22
C 0.2575 1.8627 -0.7613 -0.61
C -0.4716 -0.1795 0.7757 -0.06
H 0.5138 -0.9970 -2.5546 0.21
H -0.7866 -2.0179 -1.8246 0.22
H -1.0415 -0.3013 -1.9517 0.20
H 1.1502 -1.4030 -0.0348 0.22
H 1.5446 0.8497 0.7021 0.22
H 0.2195 2.8233 -0.2269 0.21
H -0.7652 1.6375 -1.1787 0.20
H 0.9773 2.0236 -1.5924 0.21
H -1.4553 0.1395 0.5148 0.17
H -0.8393 -1.5424 2.2602 0.36
H -0.5077 0.0051 2.7347 0.36
N -0.2953 -0.6993 2.0843 -0.83
```

The calculation puts the orbital gap at 10.2 eV. The SMILES is C[C@@H]1[C@H](C)[C@H]1N.

***

Entry iii
The following is a DFT calculation (ωB97M-V/def2-TZVPD) of the molecule C5H11N.

XYZ file:
```
17
Properties=species:S:1:pos:R:3:nbo_charge:R:1
C -0.4633 0.8169 -1.6956 -0.41
N -0.8009 0.6830 -0.2983 -0.43
C -0.2298 1.2502 0.9044 -0.24
C 0.0152 -0.1729 0.5238 0.08
C -0.8056 -1.3483 0.9976 -0.61
C 1.4403 -0.4721 0.0878 -0.63
H 0.4480 1.3783 -1.9447 0.17
H -0.3332 -0.2112 -2.0593 0.19
H -1.3135 1.2392 -2.2387 0.20
H -0.9459 1.5046 1.6863 0.20
H 0.6429 1.9101 0.8745 0.18
H -0.4171 -1.8669 1.8775 0.20
H -0.8509 -2.0625 0.1624 0.21
H -1.8281 -1.0045 1.1772 0.22
H 2.0271 -0.8365 0.9377 0.22
H 1.4770 -1.2346 -0.6996 0.21
H 1.9379 0.4273 -0.2929 0.21
```

The calculation puts the orbital gap at 9.8 eV. The SMILES is CN1CC1(C)C.

***

Which structure wins on stability? entry ii wins.